Record 1
14
Properties=species:S:1:pos:R:3:mulliken_charge:R:1 method="wB97M-V/def2-TZVPD" lumo_energy_ha=0.0231 smiles="CNN(C)C=S" gap_ev=8.817 e_above_lowest_kj_mol=410.4 total_charge=0
S 2.58137 0.12220 0.94542 -0.389
N 0.05022 -1.03749 -0.55556 -0.580
N 0.38296 0.33659 -0.54262 0.267
C 1.44176 0.88665 0.05514 0.093
C -0.24715 -1.41398 0.78672 -0.801
C -0.84191 1.13423 -0.70759 -0.937
H -0.97712 1.30580 -1.81007 0.265
H 0.78941 -1.46326 1.34980 0.243
H -0.48531 2.06833 -0.37697 0.386
H -0.97349 -1.22772 -1.22603 0.313
H -1.63828 0.70719 0.01706 0.321
H -0.43530 -2.45573 0.74503 0.378
H 1.48435 2.02502 -0.21606 0.219
H -1.13151 -0.98783 1.53573 0.223

---

Record 2
20
Properties=species:S:1:pos:R:3:mulliken_charge:R:1 method="wB97M-V/def2-TZVPD" lumo_energy_ha=0.0167 gap_ev=8.886 e_above_lowest_kj_mol=287.8 total_charge=0
O -3.20553 0.93454 -0.33260 -0.538
O -1.42922 2.17634 -0.05564 -0.730
C 0.59725 -0.35258 0.00355 2.143
C 1.05246 0.34127 1.30004 -1.607
C 0.96700 -1.84194 0.06558 -1.880
C -0.91594 -0.24021 -0.15894 -1.066
C -1.54305 0.92173 -0.13055 0.464
C 1.30260 0.30132 -1.19980 -1.561
H 0.66339 -2.35906 -0.84772 0.422
H 0.57894 -0.11791 2.17019 0.369
H 2.38777 0.21139 -1.10459 0.402
H 1.05188 1.36105 -1.26377 0.362
H -1.49629 -1.12906 -0.35563 0.316
H -3.63449 0.59886 0.46855 0.363
H 2.13565 0.25654 1.41725 0.421
H 1.00065 -0.17784 -2.13299 0.377
H 2.04634 -1.96251 0.17883 0.416
H 0.47995 -2.33114 0.91223 0.421
H -2.82888 2.00947 -0.22162 0.546
H 0.78950 1.39973 1.28764 0.360

---

Record 3
13
Properties=species:S:1:pos:R:3:mulliken_charge:R:1 method="wB97M-V/def2-TZVPD" lumo_energy_ha="0.0079 / 0.0079" gap_ev="7.101 / 7.100" e_above_lowest_kj_mol=522.8 total_charge=0
N 1.26677 0.18112 -0.55320 -0.711
N -1.22178 2.20090 0.80987 -0.397
N 2.14873 -0.96090 -0.32147 -0.546
C -1.24492 -0.54589 -0.23344 -1.312
C -0.49431 1.27033 0.67530 0.250
C 0.30749 0.12392 0.38336 0.351
H 3.06853 -0.59006 -0.09053 0.223
H -2.13432 2.37376 0.39224 0.317
H -0.89221 -1.56303 -0.37765 0.360
H -1.44048 -0.06695 -1.18923 0.372
H -2.10330 -0.52410 0.44354 0.395
H 0.47047 -0.48520 1.28455 0.479
H 2.26932 -1.41391 -1.22335 0.219

---

Record 4
8
Properties=species:S:1:pos:R:3:mulliken_charge:R:1 method="wB97M-V/def2-TZVPD" lumo_energy_ha=0.1804 gap_ev=9.121 e_above_lowest_kj_mol=21.9 total_charge=-1
O -2.06206 -0.65173 -0.99482 -0.743
O 2.31896 0.43366 0.33526 -0.813
O -0.13111 0.53484 0.13787 -0.994
H 2.18111 -0.34264 0.89028 0.238
H 1.22957 0.47965 0.08197 0.436
H -0.43994 1.19838 0.78097 0.181
H -1.91274 -1.47592 -0.52105 0.257
H -1.18378 -0.17623 -0.71049 0.438

---

Record 5
72
Properties=species:S:1:pos:R:3:mulliken_charge:R:1 method="wB97M-V/def2-TZVPD" lumo_energy_ha=-0.0028 smiles=BrCCBr.BrCCBr.BrCCBr.BrCCBr.BrCCBr.BrCCBr.ClCCCl.ClCCCl.ClCCCl gap_ev=9.908 total_charge=0
Br -4.92210 -3.57209 -0.53399 -0.140
Br 0.67945 3.23307 -5.43182 -0.199
Br 0.30768 -4.82577 1.09079 -0.118
Br -3.32541 -5.62371 -2.78912 -0.163
Br -5.02988 2.66522 2.34173 -0.140
Br -0.80613 6.71649 -3.26909 -0.162
Br -0.78062 -0.96125 -3.88258 -0.171
Br -6.95055 3.36166 -0.52727 -0.180
Br -2.83531 -0.09371 7.04360 -0.175
Br 4.56500 -5.66977 3.25267 -0.171
Br -1.44024 2.15475 3.12156 -0.141
Br 0.86611 3.26873 -0.64121 -0.099
Cl 3.36749 2.34703 3.96502 -0.209
Cl 5.39050 3.08941 1.38110 -0.207
Cl 4.43735 1.19396 -2.04060 -0.176
Cl 1.87938 -0.67188 0.05310 -0.095
Cl -2.34981 -0.61203 0.10526 -0.195
Cl 3.63082 -1.54955 -3.54440 -0.135
C 3.62182 2.77832 1.32731 0.092
C -3.04416 -4.14656 -0.29807 -0.593
C 3.19832 1.74840 2.29953 0.145
C -2.28741 0.90534 4.40483 -0.556
C 5.23341 -0.42249 -1.64007 -0.191
C -0.41171 5.69339 -1.62992 -0.575
C 2.91404 -4.81182 2.42987 -0.682
C 0.23586 -1.05944 -0.30881 0.580
C 1.87497 -5.81893 1.84726 -0.496
C -0.18904 1.47147 -5.23395 -0.703
C -0.66476 -0.04650 0.42197 0.249
C 0.42515 0.68710 -4.13716 -0.260
C -2.80710 -5.59249 -0.82472 -0.500
C -6.39537 1.53158 0.08309 -0.744
C 5.23410 -1.13146 -2.98460 -0.549
C -5.01070 1.57736 0.69363 -0.336
C 0.77092 4.78221 -1.94994 -0.048
C -2.08757 1.31122 5.84914 -0.612
H -0.22213 0.95943 -6.19563 0.428
H -4.83587 0.52613 0.92266 0.175
H 1.67656 5.38877 -1.95124 0.403
H -2.42907 -3.41073 -0.81605 0.263
H 1.58918 -6.47191 2.67190 0.380
H -3.43236 -6.35755 -0.36444 0.410
H 3.10869 3.73048 1.46216 0.358
H -0.28087 6.40469 -0.81442 0.383
H 0.60434 4.30887 -2.91756 -0.205
H -1.31910 5.12784 -1.41801 0.327
H 0.51580 1.18007 -3.16924 0.155
H -4.31549 1.92814 -0.06910 0.393
H 3.28372 -4.07998 1.71165 0.335
H 3.60993 0.76373 2.07786 0.284
H 4.64503 -0.93780 -0.88088 0.050
H -2.43276 2.32546 6.04978 0.401
H 0.14507 -1.11402 -1.39364 -0.281
H -0.43229 0.88469 -0.09469 -0.209
H -7.17202 1.16123 0.75223 0.416
H -1.25768 1.60997 -5.06986 0.430
H 5.57699 -0.45689 -3.76914 0.296
H 5.85484 -2.02531 -2.92292 0.358
H 2.13222 1.55722 2.17703 -0.178
H 2.23629 -6.32267 0.95070 0.355
H 6.20722 -0.23438 -1.18797 0.349
H 3.38001 2.35505 0.35239 -0.267
H -0.40267 0.24636 1.43865 0.136
H 0.18530 -2.07915 0.07294 -0.287
H 2.44189 -4.11456 3.12198 0.392
H -1.86322 -0.08716 4.25276 0.385
H -2.92165 -4.16264 0.78490 0.424
H -6.43267 0.88286 -0.79205 0.419
H -1.03279 1.35616 6.12031 0.373
H -1.80161 -5.99993 -0.71951 0.292
H -3.32520 0.80921 4.08567 0.351
H 1.42185 0.44103 -4.50342 0.357

---

no.,largest force on an atom (eV Å⁻¹)
1,5.0
2,1.3
3,0.5
4,1.1
5,2.1